ORCA calculation (wB97M-V/def2-TZVPD) on 12 unconnected molecules or ions with the total composition C39H75Cl2F8N15O16S8 at a distorted geometry.

Computed properties:
HOMO energy (spin up / spin down): -9.1 / -9.1 eV
<S²>: 0.75
Largest force on an atom: 15.0 eV Å⁻¹
Orbital gap (spin up / spin down): 6.7 / 3.1 eV

Structure (ORCA input):
```
! wB97M-V def2-TZVPD RIJCOSX def2/J DEFGRID3
* xyz 1 2
C -16.697 -1.854 -47.471
C -16.919 -0.717 -46.463
C -15.450 -0.299 -45.844
C -15.744 0.427 -44.472
N -14.488 0.683 -43.589
C -13.276 1.068 -44.471
C -12.290 1.752 -43.485
C -13.194 2.339 -42.410
C -14.652 1.908 -42.641
C -14.152 -0.531 -42.717
H -16.022 -2.615 -47.079
H -16.234 -1.300 -48.287
H -17.689 -2.117 -47.837
H -17.654 -1.049 -45.731
H -17.468 0.070 -46.979
H -14.891 0.320 -46.546
H -14.866 -1.211 -45.721
H -16.491 -0.042 -43.831
H -16.115 1.428 -44.690
H -12.940 0.118 -44.887
H -13.688 1.780 -45.185
H -11.604 0.993 -43.108
H -11.737 2.584 -43.918
H -12.803 1.969 -41.462
H -13.138 3.425 -42.334
H -15.160 1.534 -41.751
H -15.194 2.673 -43.197
H -13.238 -0.421 -42.134
H -13.955 -1.387 -43.362
H -14.974 -0.846 -42.074
C -7.566 2.093 -30.743
C -8.082 1.126 -31.823
N -7.236 1.350 -32.977
C -5.993 0.766 -33.178
C -5.542 0.957 -34.447
N -6.668 1.455 -35.123
C -7.674 1.818 -34.197
C -6.693 1.731 -36.541
H -6.536 1.919 -30.431
H -8.160 1.925 -29.844
H -7.567 3.118 -31.115
H -9.145 1.315 -31.969
H -7.991 0.103 -31.458
H -5.543 0.330 -32.298
H -4.680 0.635 -35.012
H -8.671 2.188 -34.382
H -5.652 1.701 -36.864
H -7.013 2.742 -36.796
H -7.334 0.964 -36.975
C -2.428 9.409 -45.497
C -3.403 8.427 -46.196
N -3.875 7.473 -45.165
C -4.590 7.693 -44.034
C -4.664 6.550 -43.360
N -4.195 5.580 -44.165
C -3.858 6.121 -45.393
C -4.055 4.216 -43.749
H -1.579 8.745 -45.332
H -2.698 9.925 -44.576
H -1.996 10.136 -46.185
H -2.868 7.901 -46.986
H -4.260 8.852 -46.719
H -4.918 8.691 -43.787
H -4.983 6.220 -42.382
H -3.378 5.614 -46.217
H -5.019 3.766 -43.987
H -3.870 4.093 -42.682
H -3.231 3.734 -44.274
C -7.716 5.231 -34.037
C -7.743 6.050 -32.671
N -7.601 7.472 -32.924
C -7.499 8.259 -34.098
C -7.424 9.589 -33.676
N -7.524 9.631 -32.307
C -7.667 8.380 -31.871
C -7.418 10.849 -31.562
H -7.359 5.707 -34.950
H -8.770 5.042 -34.240
H -7.188 4.304 -33.813
H -6.828 5.919 -32.093
H -8.555 5.856 -31.971
H -7.305 7.842 -35.075
H -7.320 10.502 -34.244
H -7.818 8.012 -30.867
H -6.372 11.111 -31.728
H -7.588 10.620 -30.510
H -8.226 11.522 -31.849
C -10.572 4.743 -41.273
C -9.994 3.776 -40.259
N -8.801 4.310 -39.649
C -8.779 5.267 -38.709
C -7.467 5.404 -38.332
N -6.698 4.644 -39.163
C -7.514 3.914 -39.956
C -5.244 4.462 -39.083
H -9.803 5.367 -41.727
H -11.301 5.491 -40.961
H -11.004 4.101 -42.041
H -9.652 2.841 -40.702
H -10.662 3.524 -39.435
H -9.781 5.491 -38.373
H -7.092 5.988 -37.504
H -7.354 3.089 -40.634
H -4.882 3.904 -39.946
H -5.082 3.948 -38.136
H -4.713 5.409 -39.183
C -12.455 9.108 -43.014
C -13.598 9.902 -42.340
N -14.577 9.042 -41.754
C -15.962 9.157 -41.862
C -16.594 8.015 -41.313
N -15.562 7.297 -40.845
C -14.361 7.819 -41.183
C -15.675 5.951 -40.234
H -12.615 8.124 -43.455
H -11.650 9.034 -42.282
H -11.890 9.682 -43.749
H -14.161 10.337 -43.166
H -13.209 10.614 -41.614
H -16.433 9.985 -42.370
H -17.626 7.711 -41.227
H -13.435 7.270 -41.100
H -14.712 5.743 -39.766
H -15.926 5.373 -41.123
H -16.476 5.981 -39.495
Cl -8.014 2.701 -43.431
Cl -12.339 6.845 -38.097
N -5.109 6.729 -36.286
S -4.051 6.841 -35.254
O -4.110 7.859 -34.191
O -2.659 6.358 -35.469
F -4.674 5.658 -34.281
S -4.271 7.710 -37.384
O -3.103 7.097 -38.010
O -4.248 9.131 -37.117
F -5.308 7.666 -38.602
N -7.356 8.894 -42.668
S -8.231 7.661 -42.677
O -8.322 6.783 -43.840
O -9.402 7.773 -41.822
F -7.305 6.755 -41.711
S -8.346 9.795 -43.655
O -9.462 10.446 -43.036
O -8.407 9.397 -45.055
F -7.397 11.098 -43.705
N -0.418 4.269 -41.316
S -1.198 5.417 -40.905
O -2.616 5.565 -41.268
O -0.509 6.638 -40.506
F -1.489 4.910 -39.456
S -0.088 5.030 -42.753
O 1.018 5.965 -42.771
O -1.257 5.345 -43.627
F 0.623 3.788 -43.574
N -11.692 0.869 -38.313
S -10.029 0.810 -37.723
O -8.925 0.781 -38.706
O -9.780 0.126 -36.460
F -9.920 2.369 -37.256
S -11.509 -0.028 -39.474
O -11.354 -1.509 -39.163
O -11.015 0.466 -40.682
F -13.061 -0.028 -39.776
*
```